No. 1
{
  "formula": "C22H27Cl3N9S2Zr",
  "method": "ωB97M-V/def2-TZVPD",
  "total_charge": 3,
  "gap_ev": 7.559,
  "de_lowest_kj_mol": 0.0,
  "e_lumo_ev": -9.098,
  "e_homo_ev": -16.66,
  "species": ["Zr", "Cl", "C", "Cl", "H", "H", "N", "C", "N", "C", "N", "C", "C", "N", "C", "C", "N", "H", "H", "H", "H", "H", "S", "C", "N", "C", "C", "C", "N", "H", "H", "H", "H", "H", "H", "H", "H", "C", "N", "C", "C", "N", "C", "S", "H", "H", "H", "H", "H", "H", "Cl", "C", "C", "C", "C", "C", "C", "C", "H", "H", "H", "H", "H", "H"],
  "positions_angstrom": [[-0.47, 0.34, 0.39], [-1.39, 1.62, 2.84], [0.17, 2.25, 3.36], [1.35, 1.82, 2.10], [0.46, 1.77, 4.30], [0.12, 3.33, 3.44], [-4.89, 0.98, -0.01], [-3.94, 0.14, 0.38], [-2.77, 0.76, 0.30], [-3.11, 2.02, -0.15], [-4.39, 2.17, -0.35], [-2.09, 3.02, -0.45], [-2.40, 4.33, -0.82], [-1.45, 5.19, -1.15], [-0.20, 4.77, -1.12], [0.13, 3.47, -0.74], [-0.82, 2.60, -0.40], [-5.89, 0.82, -0.06], [-4.12, -0.88, 0.69], [-3.43, 4.66, -0.85], [0.57, 5.47, -1.41], [1.15, 3.12, -0.73], [-0.91, 0.24, -2.16], [-0.72, -1.33, -2.92], [0.44, -1.96, -2.90], [0.70, -3.18, -3.68], [-0.60, -3.95, -3.85], [-1.67, -3.04, -4.42], [-1.74, -1.82, -3.60], [1.21, -1.49, -2.44], [1.45, -3.77, -3.14], [1.12, -2.90, -4.65], [-0.92, -4.36, -2.89], [-0.44, -4.79, -4.52], [-2.64, -3.51, -4.39], [-1.45, -2.76, -5.45], [-2.57, -1.25, -3.63], [4.19, 2.48, 0.14], [4.26, 1.08, 0.53], [5.30, 0.51, 1.24], [5.04, -0.81, 1.36], [3.83, -1.02, 0.74], [3.35, 0.13, 0.23], [1.95, 0.32, -0.78], [5.20, 2.89, 0.15], [3.57, 3.04, 0.84], [3.79, 2.56, -0.87], [6.14, 1.10, 1.57], [5.61, -1.60, 1.82], [3.42, -1.92, 0.57], [-0.82, -0.94, 6.18], [-0.74, -1.26, 4.50], [-1.90, -1.65, 3.81], [-1.85, -1.88, 2.46], [-0.64, -1.77, 1.73], [-0.61, -1.89, 0.27], [0.50, -1.36, 2.45], [0.46, -1.12, 3.82], [-2.82, -1.79, 4.37], [-2.73, -2.23, 1.94], [-1.49, -2.35, -0.16], [0.31, -2.29, -0.15], [1.46, -1.30, 1.95], [1.36, -0.86, 4.37]],
  "mulliken_charge": [-0.129, 0.098, -0.575, 0.099, 0.443, 0.491, 0.104, -0.350, 0.512, 0.032, -0.587, 0.261, -0.514, -0.481, -0.418, -0.465, 0.653, 0.230, 0.492, 0.522, 0.420, 0.448, -0.339, 0.554, 0.181, -0.615, -0.588, -0.626, -0.146, -0.013, 0.379, 0.360, 0.271, 0.376, 0.376, 0.322, 0.225, -0.865, 0.132, -0.296, -0.575, 0.033, 0.212, -0.370, 0.395, 0.278, 0.339, 0.474, 0.471, 0.244, -0.114, 0.252, -1.068, -0.390, -0.368, -0.642, 0.378, -1.017, 0.515, 0.740, 0.514, 0.462, 0.654, 0.611]
}

No. 2
{
  "formula": "C22H27ClFN4OS2SiTi",
  "method": "ωB97M-V/def2-TZVPD",
  "total_charge": 1,
  "gap_ev": 7.195,
  "de_lowest_kj_mol": 5.2,
  "e_lumo_ev": -3.813,
  "e_homo_ev": -11.01,
  "species": ["Ti", "C", "Si", "C", "C", "N", "C", "C", "C", "C", "C", "C", "F", "H", "H", "H", "H", "H", "H", "H", "H", "H", "H", "H", "H", "H", "C", "O", "C", "S", "S", "H", "H", "H", "Cl", "C", "C", "C", "C", "C", "C", "C", "H", "H", "H", "H", "H", "H", "N", "C", "C", "N", "C", "C", "N", "H", "H", "H", "H", "H"],
  "positions_angstrom": [[10.05, 9.35, 7.74], [11.54, 11.46, 9.82], [10.42, 10.29, 10.81], [8.97, 11.09, 11.61], [11.54, 9.53, 12.09], [9.79, 9.01, 9.63], [9.35, 7.78, 10.14], [8.96, 7.49, 11.43], [8.64, 6.20, 11.75], [8.76, 5.13, 10.86], [8.99, 5.41, 9.52], [9.35, 6.69, 9.26], [9.70, 7.10, 7.97], [11.46, 12.45, 10.28], [11.45, 11.57, 8.76], [12.60, 11.15, 9.97], [8.60, 10.48, 12.42], [8.19, 11.35, 10.88], [9.25, 12.05, 12.04], [12.00, 10.40, 12.56], [12.37, 8.90, 11.63], [11.01, 8.98, 12.87], [8.94, 8.26, 12.13], [8.35, 6.10, 12.76], [8.59, 4.11, 11.20], [9.05, 4.60, 8.80], [6.49, 12.82, 8.08], [6.43, 11.41, 7.76], [7.55, 10.72, 7.52], [9.08, 11.51, 7.49], [7.53, 9.06, 7.39], [5.47, 13.09, 8.16], [7.01, 13.34, 7.28], [7.01, 12.99, 9.03], [11.63, 11.25, 4.71], [12.24, 9.58, 4.62], [13.48, 9.46, 4.02], [14.10, 8.23, 4.02], [13.46, 7.08, 4.47], [12.18, 7.21, 4.96], [11.54, 8.45, 5.08], [10.19, 8.57, 5.77], [13.93, 10.34, 3.63], [15.09, 8.13, 3.56], [13.96, 6.10, 4.42], [11.70, 6.32, 5.37], [9.57, 7.75, 5.49], [9.66, 9.46, 5.38], [15.49, 10.41, 6.95], [14.53, 9.58, 7.47], [13.19, 9.95, 7.41], [12.30, 9.09, 7.85], [12.65, 7.91, 8.38], [13.96, 7.56, 8.40], [14.91, 8.38, 7.97], [15.21, 11.25, 6.46], [16.48, 10.22, 6.98], [12.82, 10.88, 6.98], [11.87, 7.18, 8.66], [14.34, 6.64, 8.88]],
  "mulliken_charge": [-0.005, -0.920, 0.314, -1.014, -1.129, 0.536, 0.999, -0.773, -0.812, -0.602, -1.110, 0.139, 0.308, 0.483, 0.057, 0.292, 0.374, 0.205, 0.402, 0.408, 0.273, 0.403, 0.426, 0.457, 0.411, 0.452, -0.693, -0.336, 0.717, -0.413, -0.274, 0.265, 0.386, 0.295, -0.138, 0.689, -0.830, -0.451, -0.861, -0.214, 0.123, -1.338, 0.532, 0.406, 0.383, 0.442, 0.647, 0.669, -0.408, -0.195, -0.697, 1.482, -0.478, -0.543, -0.608, 0.207, 0.247, 0.723, 0.254, 0.435]
}

No. 3
{
  "formula": "C22H27CoN6OS",
  "method": "ωB97M-V/def2-TZVPD",
  "total_charge": 2,
  "gap_ev": [7.492, 5.580],
  "de_lowest_kj_mol": 69.5,
  "s2": 6.04,
  "multiplicity": 5,
  "e_lumo_ev": [-6.479, -8.479],
  "e_homo_ev": [-13.97, -14.06],
  "species": ["Co", "C", "C", "N", "C", "S", "N", "N", "C", "C", "C", "C", "C", "C", "C", "N", "H", "H", "H", "H", "H", "H", "H", "H", "H", "H", "H", "H", "H", "O", "C", "C", "C", "C", "C", "C", "N", "H", "H", "H", "H", "H", "H", "H", "N", "C", "C", "C", "C", "C", "C", "H", "H", "H", "H", "H", "H", "H"],
  "positions_angstrom": [[-0.09, 0.61, -0.43], [1.53, 2.93, 4.49], [1.19, 4.15, 3.66], [0.85, 3.94, 2.24], [0.26, 2.96, 1.59], [-0.08, 3.05, -0.07], [-0.21, 1.90, 2.38], [-0.62, 0.90, 1.66], [-1.40, 0.01, 2.24], [-1.66, -0.06, 3.70], [-2.15, -0.79, 1.27], [-3.13, -1.69, 1.66], [-3.98, -2.23, 0.70], [-3.85, -1.82, -0.60], [-2.82, -0.93, -0.92], [-1.96, -0.45, -0.03], [1.99, 3.29, 5.41], [2.26, 2.30, 3.99], [0.66, 2.35, 4.74], [2.06, 4.82, 3.62], [0.37, 4.72, 4.10], [1.08, 4.73, 1.65], [-0.90, 0.49, 4.25], [-1.69, -1.09, 4.03], [-2.64, 0.38, 3.92], [-3.25, -1.95, 2.71], [-4.75, -2.94, 0.99], [-4.51, -2.16, -1.38], [-2.70, -0.60, -1.94], [1.17, -1.01, 0.36], [2.59, -0.80, 0.42], [2.96, 0.19, -0.66], [4.26, 0.30, -1.11], [4.56, 1.24, -2.09], [3.53, 2.04, -2.58], [2.26, 1.87, -2.06], [1.97, 0.97, -1.12], [0.90, -1.60, 1.08], [3.11, -1.74, 0.26], [2.87, -0.40, 1.40], [5.03, -0.35, -0.71], [5.56, 1.34, -2.47], [3.71, 2.78, -3.34], [1.44, 2.49, -2.40], [0.10, -0.58, -2.46], [-0.67, -1.71, -2.90], [-0.58, -2.90, -2.18], [-1.35, -3.99, -2.55], [-2.23, -3.89, -3.63], [-2.30, -2.70, -4.35], [-1.52, -1.61, -3.99], [0.19, 0.08, -3.23], [1.05, -0.88, -2.28], [0.11, -2.98, -1.34], [-1.27, -4.92, -2.01], [-2.83, -4.74, -3.92], [-2.96, -2.62, -5.20], [-1.57, -0.70, -4.56]],
  "lowdin_spin": [2.725, 0.004, 0.005, 0.065, 0.039, 0.124, 0.407, 0.061, 0.203, 0.025, 0.001, 0.061, -0.006, 0.062, 0.009, 0.068, 0.000, 0.001, 0.000, 0.001, 0.003, 0.003, 0.000, 0.005, 0.010, 0.003, -0.001, 0.003, 0.000, 0.030, 0.002, 0.002, 0.002, -0.002, 0.001, 0.004, 0.037, 0.001, 0.001, 0.000, 0.000, 0.000, 0.000, 0.001, 0.030, 0.001, 0.002, 0.000, 0.003, 0.000, 0.003, 0.001, 0.000, 0.000, 0.000, 0.000, 0.000, 0.000]
}

No. 4
{
  "formula": "C22H27CuN3O3PS3",
  "method": "ωB97M-V/def2-TZVPD",
  "total_charge": -1,
  "gap_ev": [6.953, 6.382],
  "de_lowest_kj_mol": 70.4,
  "s2": 0.75,
  "multiplicity": 2,
  "e_lumo_ev": [2.060, 1.489],
  "e_homo_ev": [-4.89, -4.89],
  "species": ["Cu", "N", "C", "C", "C", "O", "O", "H", "H", "H", "H", "H", "H", "S", "C", "N", "S", "P", "S", "C", "C", "C", "C", "C", "C", "C", "C", "C", "C", "C", "C", "H", "H", "H", "H", "H", "H", "H", "H", "H", "H", "O", "C", "C", "C", "C", "C", "C", "N", "H", "H", "H", "H", "H", "H", "H", "H", "H", "H", "H"],
  "positions_angstrom": [[3.29, 1.06, -1.64], [2.48, 1.05, 0.22], [2.84, 2.23, 1.04], [2.77, 3.55, 0.31], [3.93, 3.74, -0.72], [4.48, 4.83, -0.79], [4.14, 2.71, -1.53], [1.39, 0.96, 0.13], [2.72, 0.17, 0.70], [3.88, 2.07, 1.41], [2.25, 2.29, 2.02], [2.85, 4.38, 1.00], [1.78, 3.69, -0.19], [2.00, 2.37, -6.04], [2.36, 1.69, -4.58], [2.53, 1.16, -3.55], [-2.32, -1.66, -0.13], [-2.29, 0.10, 0.95], [-0.86, 1.33, 0.26], [-2.28, -0.18, 2.73], [-3.29, -0.96, 3.29], [-3.23, -1.30, 4.62], [-2.22, -0.80, 5.42], [-1.29, 0.13, 4.93], [-1.35, 0.49, 3.59], [-3.97, 0.87, 0.80], [-4.09, 1.94, 1.67], [-5.27, 2.71, 1.51], [-6.15, 2.53, 0.47], [-6.01, 1.42, -0.35], [-4.89, 0.59, -0.20], [-4.04, -1.45, 2.64], [-4.06, -1.86, 5.09], [-2.19, -1.14, 6.49], [-0.65, 0.68, 5.56], [-0.58, 1.18, 3.16], [-3.36, 2.18, 2.44], [-5.36, 3.61, 2.12], [-7.02, 3.17, 0.31], [-6.70, 1.13, -1.15], [-4.76, -0.30, -0.80], [3.70, -0.85, -1.72], [2.98, -1.82, -1.30], [3.63, -3.19, -1.26], [3.30, -3.93, -2.63], [1.83, -3.79, -3.05], [1.39, -2.36, -3.42], [0.83, -1.55, -2.26], [1.61, -1.79, -1.03], [3.12, -3.81, -0.46], [4.74, -3.07, -1.15], [3.50, -4.98, -2.52], [4.05, -3.51, -3.35], [1.29, -4.29, -2.28], [1.61, -4.50, -3.89], [0.62, -2.32, -4.17], [2.30, -1.87, -3.84], [-0.27, -1.72, -2.05], [0.94, -0.46, -2.45], [1.33, -2.52, -0.40]],
  "lowdin_spin": [0.726, 0.063, 0.002, 0.001, 0.006, 0.006, 0.108, 0.002, 0.000, 0.000, 0.003, 0.000, 0.000, 0.013, 0.006, 0.022, 0.000, 0.000, 0.001, 0.000, 0.000, 0.000, 0.000, 0.000, 0.000, 0.000, 0.000, 0.000, 0.000, 0.000, 0.000, 0.000, 0.000, 0.000, 0.000, 0.000, 0.000, 0.000, 0.000, 0.000, 0.000, 0.040, 0.000, 0.002, 0.000, 0.000, 0.000, 0.000, -0.001, 0.000, 0.000, 0.000, 0.000, 0.000, 0.000, 0.000, 0.000, 0.000, 0.000, 0.000]
}